Record 1
Below is the molecule C5H8O2, with properties calculated with ωB97M-V/def2-TZVPD.

```
! RIJCOSX wB97M-V def2-TZVPD def2/J DEFGRID3
* xyz 0 1
O 1.248 1.302 -1.328
O -0.192 -2.034 -0.923
C -0.341 -0.765 -0.706
C 0.568 0.682 -0.496
C -0.786 1.174 0.137
C 1.405 -0.037 0.673
C -1.449 -0.220 0.121
H 1.838 0.811 1.215
H 2.221 -0.605 0.217
H -1.279 1.882 -0.532
H 0.571 -2.166 -1.515
H -1.631 -0.725 1.077
H 0.871 -0.666 1.396
H -2.376 -0.257 -0.465
H -0.667 1.624 1.128
*
```

The HOMO energy (alpha / beta) is -8.03 / -8.03 eV. Its energy above the lowest of the compared OMol25 structures with the same formula, charge and spin is 3.8583 eV. As for the gap between HOMO and LUMO (alpha / beta): 0.2886 / 0.2885 Ha.



Record 2
Below is C5H10AgO5 as an isolated structure, with properties calculated with ωB97M-V/def2-TZVPD.

```
! RIJCOSX wB97M-V def2-TZVPD def2/J DEFGRID3
* xyz 0 2
Ag 2.580 -0.358 4.976
O -3.452 -0.238 2.297
O 1.575 -0.314 2.681
O -1.623 0.482 1.180
O -3.710 0.856 0.533
O 2.459 -2.630 4.117
C 0.635 -3.417 5.532
C 0.701 0.213 1.761
C -0.736 -0.065 2.189
C -2.897 0.340 1.345
C 1.738 -3.765 4.546
H 0.083 -4.319 5.831
H 0.845 -0.217 0.749
H 1.057 -2.960 6.440
H -0.915 -1.146 2.268
H 0.821 1.311 1.657
H 1.311 -4.288 3.672
H -0.957 0.417 3.151
H 2.455 -4.458 5.013
H -0.085 -2.714 5.086
H 1.949 -1.984 3.352
*
```

The expectation value of S² is 0.758. The HOMO energy (alpha / beta) is -8.64 / -8.64 eV. Its energy above the lowest of the compared OMol25 structures with the same formula, charge and spin is 1.0712 eV. As for the gap between HOMO and LUMO (alpha / beta): 0.2527 / 0.2309 Ha.



Record 3
Below is C2H2FO2Sr as an isolated structure, with properties calculated with ωB97M-V/def2-TZVPD.

```
! RIJCOSX wB97M-V def2-TZVPD def2/J DEFGRID3
* xyz 0 2
Sr 1.584 1.193 -1.231
F -1.111 0.769 -1.492
O 0.225 1.314 0.547
O 1.299 -0.853 -0.407
C -0.561 0.262 0.530
C 0.205 -0.961 0.302
H -0.213 -1.944 0.547
H -1.428 0.221 1.205
*
```

The expectation value of S² is 0.753. The HOMO energy (alpha / beta) is -6.57 / -8.82 eV. Its energy above the lowest of the compared OMol25 structures with the same formula, charge and spin is 0.1661 eV. As for the gap between HOMO and LUMO (alpha / beta): 0.1945 / 0.2763 Ha.



E_tot across the listed records, respectively: -9405.9739; -19579.3358; -9753.5780 eV.
Max |F| across the listed records, respectively: 0.34; 3.65; 3.67 eV/Å.